Entry 1:
15
Properties=species:S:1:pos:R:3:forces:R:3 method="wB97M-V/def2-TZVPD" relative_energy_ev=1.254 gap_ha=0.356 energy_ha=-345.758867 e_homo_ev=-9.10 smiles="CC(=O)CCC=O" multiplicity=1
C 0.4645 1.4436 -1.4876 -0.07 0.23 -0.11
C 0.7156 0.2398 -0.6484 0.50 0.05 -0.23
O 1.2761 -0.7123 -1.1631 0.07 0.58 0.21
C 0.3530 0.3009 0.8354 0.33 0.13 -0.01
C -0.9083 -0.5092 1.1527 0.18 -0.08 -0.27
C -0.6829 -1.8536 0.4351 -0.02 -0.29 0.18
O -1.4573 -2.7707 0.5759 0.56 0.17 -0.35
H 1.3920 2.0193 -1.3996 -0.14 0.23 -0.12
H 0.3412 1.1350 -2.5266 0.00 0.15 0.11
H -0.3690 2.0518 -1.1368 0.04 0.02 -0.05
H 1.1759 -0.1783 1.3728 0.06 0.19 -0.02
H 0.2761 1.3445 1.1456 0.02 -0.08 0.04
H -1.0366 -0.6472 2.2421 0.20 -0.14 -0.50
H -1.8358 -0.0122 0.8273 0.30 -0.27 -0.23
H 0.2956 -1.8513 -0.2247 -2.01 -0.89 1.36

***

Entry 2:
117
Properties=species:S:1:pos:R:3:forces:R:3 method="wB97M-V/def2-TZVPD" relative_energy_ev=0.240 gap_ha="0.187 / 0.187" total_charge=+1 energy_ha=-5121.219439 e_homo_ev="-9.68 / -9.67" multiplicity=1
Ru 0.2247 0.4765 0.2840 1.25 2.35 1.04
C -1.7819 3.0016 3.4513 -0.02 0.03 0.01
C -2.2696 4.2038 2.9877 -0.01 0.02 0.03
C -2.0721 4.5087 1.6542 0.03 0.01 0.03
C -1.4024 3.6222 0.8210 0.07 -0.17 -0.30
N -0.9019 2.4507 1.2746 0.35 -0.71 -0.02
C -1.1087 2.1793 2.5685 -0.10 0.06 0.13
C -1.2802 4.0447 -0.6075 0.14 -0.04 0.06
C -2.4021 4.5531 -1.2559 -0.05 -0.06 -0.02
C -2.2581 5.0783 -2.5263 -0.03 0.02 -0.01
C -0.9984 5.0967 -3.0991 0.03 -0.01 -0.01
C 0.0539 4.5500 -2.3853 -0.02 -0.11 0.06
N -0.0733 4.0200 -1.1672 -0.04 0.11 -0.02
H -1.9159 2.6860 4.4756 0.02 -0.01 0.02
H -2.7862 4.8926 3.6413 -0.03 0.01 0.02
H -2.4167 5.4480 1.2450 0.00 -0.02 0.00
H -0.7002 1.2527 2.9292 -0.01 0.08 -0.01
H -3.3702 4.5215 -0.7751 0.00 0.00 0.01
H -3.1134 5.4733 -3.0569 -0.02 0.01 -0.01
H -0.8302 5.5183 -4.0792 0.00 0.00 -0.03
H 1.0483 4.5265 -2.8131 0.08 -0.01 0.00
C 0.0326 -0.9832 3.9481 0.04 -0.07 0.00
Ge -0.7318 -1.0374 2.1086 -0.16 0.42 -0.46
C -2.6619 -0.7608 2.5600 -0.12 -0.09 0.14
C -2.9311 -0.1719 3.8019 -0.06 -0.04 -0.09
C -4.2241 0.0707 4.2460 0.05 0.02 0.00
C -5.3047 -0.2781 3.4557 -0.08 0.01 0.01
C -5.0744 -0.8683 2.2241 0.02 0.01 -0.05
C -3.7778 -1.1003 1.7869 0.05 0.02 0.06
C -0.1366 -2.8551 1.6647 0.03 -0.19 0.16
C 1.0509 -2.9062 0.9843 0.10 0.01 -0.09
C 1.7027 -4.1249 0.6839 -0.05 0.04 0.01
C 1.1401 -5.3005 1.0790 -0.04 0.02 0.01
C -0.0846 -5.3068 1.7964 0.06 -0.14 -0.04
C -0.6718 -6.5258 2.2175 0.02 0.02 -0.02
C -1.8421 -6.5324 2.9165 -0.03 0.05 0.01
C -2.4831 -5.3134 3.2268 0.00 -0.07 0.01
C -1.9396 -4.1258 2.8315 0.02 0.03 0.00
C -0.7237 -4.0823 2.1019 -0.04 0.09 -0.01
H -0.6572 -1.5537 4.5718 0.02 -0.03 0.04
H 0.1749 -0.0133 4.4194 0.00 0.05 0.06
H 0.9775 -1.5227 3.9530 0.04 0.02 0.01
H -2.1180 0.0976 4.4602 0.06 0.00 0.06
H -4.3849 0.5208 5.2171 0.01 0.01 0.03
H -6.3154 -0.1013 3.7980 -0.02 0.00 0.01
H -5.9082 -1.1577 1.5977 -0.01 -0.01 -0.02
H -3.6671 -1.5738 0.8243 0.03 -0.06 -0.06
H 1.5133 -1.9790 0.6348 -0.04 0.00 0.03
H 2.6379 -4.1221 0.1383 0.02 0.02 -0.02
H 1.6195 -6.2456 0.8571 0.01 -0.02 0.00
H -0.1709 -7.4546 1.9743 0.01 -0.01 0.00
H -2.2805 -7.4683 3.2347 -0.02 -0.02 0.01
H -3.4116 -5.3238 3.7821 -0.01 0.00 0.01
H -2.4442 -3.2003 3.0745 0.01 0.01 0.00
C -1.7230 -2.4707 -0.9076 0.09 0.02 0.23
Si -0.9370 -0.9627 -1.6938 -0.08 -0.79 -1.20
C -2.3429 0.2479 -2.2238 0.06 0.12 0.12
C -3.5072 -0.5655 -2.8132 0.02 -0.01 -0.05
C -2.8750 0.9787 -0.9939 -0.10 0.05 0.04
C -1.9206 1.2960 -3.2498 0.04 0.02 -0.04
C 0.0411 -1.8062 -3.1399 -0.15 -0.05 -0.10
C 0.4147 -0.9283 -4.3353 0.10 0.09 0.01
C -0.7919 -2.9650 -3.7306 -0.01 0.00 0.01
C 1.2949 -2.4471 -2.5347 0.00 0.01 0.07
H -2.4889 -2.8373 -1.5915 -0.06 0.03 -0.07
H -2.1744 -2.2965 0.0576 -0.08 0.00 0.10
H -0.9868 -3.2593 -0.7694 0.01 -0.03 -0.04
H -3.9804 -1.2082 -2.0729 0.01 -0.04 0.06
H -3.2171 -1.1801 -3.6636 0.05 -0.02 -0.06
H -4.2678 0.1366 -3.1687 -0.02 0.01 0.01
H -3.2384 0.3023 -0.2254 -0.03 -0.07 0.07
H -3.7073 1.6282 -1.2893 -0.03 0.00 0.01
H -2.1168 1.6125 -0.5417 0.07 0.01 -0.03
H -1.7434 0.8714 -4.2357 0.03 -0.04 -0.01
H -1.0236 1.8473 -2.9582 -0.02 0.02 0.02
H -2.7263 2.0295 -3.3512 -0.03 0.02 -0.02
H -0.4638 -0.6431 -4.9123 -0.04 0.00 -0.02
H 1.0713 -1.4939 -5.0034 0.00 -0.03 0.00
H 0.9485 -0.0103 -4.0825 -0.01 0.00 0.06
H -1.7496 -2.6413 -4.1351 -0.05 0.05 -0.03
H -0.9770 -3.7573 -3.0094 -0.01 -0.03 0.03
H -0.2304 -3.4053 -4.5586 0.03 -0.03 -0.01
H 1.8922 -1.7425 -1.9603 -0.10 -0.08 -0.09
H 1.9330 -2.8484 -3.3277 0.01 -0.02 -0.03
H 1.0329 -3.2708 -1.8704 -0.01 -0.03 0.03
C 3.1592 -0.2372 2.2516 -0.06 -0.04 0.03
P 2.1271 1.1144 1.6141 -0.40 -0.53 -0.26
C 1.8564 2.1271 3.1054 0.03 -0.08 0.09
C 3.3506 2.2025 0.7966 -0.12 0.09 -0.13
C 2.9517 3.5004 0.4623 -0.07 -0.01 -0.06
C 3.8284 4.3647 -0.1690 0.00 -0.05 0.03
C 5.1193 3.9456 -0.4735 0.02 0.02 -0.01
C 5.5252 2.6668 -0.1374 -0.04 -0.01 -0.03
C 4.6453 1.7986 0.4992 0.01 -0.01 0.09
H 3.4105 -0.9509 1.4696 0.03 0.02 -0.01
H 2.6025 -0.7686 3.0190 -0.02 -0.02 0.00
H 4.0757 0.1653 2.6833 -0.03 0.00 0.03
H 2.8423 2.4243 3.4670 -0.02 0.00 0.02
H 1.3460 1.5571 3.8768 0.00 0.00 0.02
H 1.2788 3.0204 2.8791 0.08 0.01 -0.03
H 1.9357 3.8258 0.6573 0.01 0.00 -0.02
H 3.5049 5.3641 -0.4254 -0.01 0.04 0.00
H 5.8067 4.6208 -0.9646 0.01 0.01 -0.02
H 6.5252 2.3319 -0.3759 0.04 -0.01 0.01
H 4.9885 0.8085 0.7571 0.02 -0.09 -0.03
Te 1.4815 1.3476 -1.8140 -1.08 -0.24 0.23
C 3.2809 0.4115 -2.3063 0.07 0.04 0.10
C 3.8750 -0.6177 -1.5808 0.20 0.13 0.05
C 5.0859 -1.1464 -1.9920 -0.04 0.03 0.02
C 5.7109 -0.6462 -3.1284 0.05 -0.06 0.01
C 5.1267 0.3805 -3.8517 -0.08 0.08 0.00
C 3.9092 0.9121 -3.4446 0.15 -0.13 0.05
H 3.3959 -1.0074 -0.6921 -0.03 -0.02 0.00
H 5.5415 -1.9503 -1.4297 0.02 -0.02 0.01
H 6.6542 -1.0651 -3.4520 0.01 0.00 0.00
H 5.6135 0.7703 -4.7351 0.01 0.00 -0.02
H 3.4565 1.7148 -4.0119 -0.04 0.01 -0.02

***

Entry 3:
15
Properties=species:S:1:pos:R:3:forces:R:3 method="wB97M-V/def2-TZVPD" relative_energy_ev=2.638 gap_ha=0.387 energy_ha=-345.708016 e_homo_ev=-9.49 multiplicity=1
O 2.7090 0.3343 0.7220 -0.03 0.28 0.12
C 1.6277 0.1445 -0.1723 -0.27 -0.12 -0.23
C 0.3634 -0.2855 0.5514 0.28 -0.18 -0.03
O -0.4608 0.8191 1.0202 0.02 0.09 0.07
C -1.6092 0.2097 0.4351 -0.36 0.04 0.06
C -1.4856 0.1545 -1.0496 -0.01 0.11 -0.14
C -0.8147 -0.8955 -0.1938 0.11 -0.24 -0.05
H 2.4730 1.0543 1.3205 0.09 -0.08 -0.07
H 1.4258 1.0485 -0.7674 0.06 -0.17 0.12
H 1.9363 -0.6502 -0.8603 -0.05 0.07 0.12
H 0.6584 -0.9010 1.4102 -0.08 0.04 -0.08
H -2.5363 0.2053 1.0009 0.18 0.02 -0.12
H -0.9017 0.9143 -1.5640 -0.09 -0.11 0.10
H -2.3632 -0.1942 -1.5898 0.15 0.04 0.15
H -1.0221 -1.9581 -0.2630 0.01 0.23 -0.03

***

Entry 4:
19
Properties=species:S:1:pos:R:3:forces:R:3 method="wB97M-V/def2-TZVPD" relative_energy_ev=0.504 gap_ha=0.395 energy_ha=-311.040741 e_homo_ev=-9.69 smiles="CCC(C=O)CC" multiplicity=1
C 2.4472 -0.2127 0.6615 0.05 0.02 0.04
C 1.3005 -0.7102 -0.2167 0.00 -0.03 -0.04
C -0.0590 -0.1248 0.2145 0.01 0.04 0.06
C -0.9355 -1.1662 0.8793 -0.22 0.12 0.19
O -1.7209 -0.9393 1.7683 0.37 -0.12 -0.32
C -0.8433 0.4836 -0.9675 0.00 -0.02 -0.06
C -2.0512 1.3074 -0.5321 -0.05 0.03 0.02
H 3.4082 -0.6313 0.3455 -0.14 0.04 0.06
H 2.5232 0.8798 0.6086 0.00 -0.16 0.02
H 2.2855 -0.4827 1.7115 0.03 0.03 -0.15
H 1.5035 -0.4455 -1.2621 -0.06 -0.02 0.15
H 1.2651 -1.8091 -0.1896 -0.01 0.17 -0.01
H 0.0917 0.6717 0.9554 -0.01 -0.09 -0.10
H -0.8444 -2.1957 0.4594 -0.04 0.10 0.03
H -1.1515 -0.3176 -1.6548 0.05 0.09 0.09
H -0.1479 1.1188 -1.5310 -0.08 -0.11 0.08
H -2.5670 1.7316 -1.3994 0.06 -0.07 0.12
H -1.7368 2.1357 0.1129 -0.05 -0.11 -0.09
H -2.7675 0.7065 0.0364 0.09 0.09 -0.10

***

Entry 5:
10
Properties=species:S:1:pos:R:3:forces:R:3 method="wB97M-V/def2-TZVPD" relative_energy_ev=0.608 gap_ha=0.276 energy_ha=-2230.359853 e_homo_ev=-9.17 smiles="S=C(S)C(=S)C(Cl)Cl" multiplicity=1
S -1.8274 1.6976 -0.7700 0.66 -2.04 0.35
C -1.2870 0.2639 -0.0974 0.63 1.72 1.21
S -2.3946 -1.0268 0.4763 2.05 0.18 1.04
C 0.2204 0.3061 0.3854 -0.10 -1.11 2.37
S 0.7704 0.0887 1.9362 -2.00 0.40 -0.77
C 1.3331 0.2954 -0.5959 -3.42 0.29 -4.86
Cl 2.9066 0.5628 -0.0444 0.50 -0.01 -0.57
Cl 0.8834 -1.5025 -1.2064 1.08 0.88 0.12
H -1.5655 -1.5649 1.5549 -1.03 0.93 -1.86
H 0.9607 0.8797 -1.6387 1.61 -1.24 2.97

***

What did the third record say?
15
Properties=species:S:1:pos:R:3:forces:R:3 method="wB97M-V/def2-TZVPD" relative_energy_ev=2.638 gap_ha=0.387 energy_ha=-345.708016 e_homo_ev=-9.49 multiplicity=1
O 2.7090 0.3343 0.7220 -0.03 0.28 0.12
C 1.6277 0.1445 -0.1723 -0.27 -0.12 -0.23
C 0.3634 -0.2855 0.5514 0.28 -0.18 -0.03
O -0.4608 0.8191 1.0202 0.02 0.09 0.07
C -1.6092 0.2097 0.4351 -0.36 0.04 0.06
C -1.4856 0.1545 -1.0496 -0.01 0.11 -0.14
C -0.8147 -0.8955 -0.1938 0.11 -0.24 -0.05
H 2.4730 1.0543 1.3205 0.09 -0.08 -0.07
H 1.4258 1.0485 -0.7674 0.06 -0.17 0.12
H 1.9363 -0.6502 -0.8603 -0.05 0.07 0.12
H 0.6584 -0.9010 1.4102 -0.08 0.04 -0.08
H -2.5363 0.2053 1.0009 0.18 0.02 -0.12
H -0.9017 0.9143 -1.5640 -0.09 -0.11 0.10
H -2.3632 -0.1942 -1.5898 0.15 0.04 0.15
H -1.0221 -1.9581 -0.2630 0.01 0.23 -0.03

***

Copy entry 3 word for word.
15
Properties=species:S:1:pos:R:3:forces:R:3 method="wB97M-V/def2-TZVPD" relative_energy_ev=2.638 gap_ha=0.387 energy_ha=-345.708016 e_homo_ev=-9.49 multiplicity=1
O 2.7090 0.3343 0.7220 -0.03 0.28 0.12
C 1.6277 0.1445 -0.1723 -0.27 -0.12 -0.23
C 0.3634 -0.2855 0.5514 0.28 -0.18 -0.03
O -0.4608 0.8191 1.0202 0.02 0.09 0.07
C -1.6092 0.2097 0.4351 -0.36 0.04 0.06
C -1.4856 0.1545 -1.0496 -0.01 0.11 -0.14
C -0.8147 -0.8955 -0.1938 0.11 -0.24 -0.05
H 2.4730 1.0543 1.3205 0.09 -0.08 -0.07
H 1.4258 1.0485 -0.7674 0.06 -0.17 0.12
H 1.9363 -0.6502 -0.8603 -0.05 0.07 0.12
H 0.6584 -0.9010 1.4102 -0.08 0.04 -0.08
H -2.5363 0.2053 1.0009 0.18 0.02 -0.12
H -0.9017 0.9143 -1.5640 -0.09 -0.11 0.10
H -2.3632 -0.1942 -1.5898 0.15 0.04 0.15
H -1.0221 -1.9581 -0.2630 0.01 0.23 -0.03